[1]
15
Properties=species:S:1:pos:R:3:forces:R:3 method="wB97M-V/def2-TZVPD" relative_energy_kj_mol=585.99 orbital_gap_ev=9.46 homo_energy_ev=-8.76 energy_ha=-341.78045 total_charge=0 lumo_energy_ev=0.70
C 0.53380 -1.06933 -0.00641 1.8 1.9 -1.8
C -0.57370 0.69930 -0.98613 0.7 1.1 1.4
C 1.47450 -1.49580 1.04179 2.2 -0.8 0.6
C -1.23951 2.02973 -0.75339 2.1 0.6 1.7
N -0.17815 0.11240 0.25153 -1.7 -0.7 2.4
N 0.80609 0.68721 -0.62855 1.7 -1.9 -0.2
O -2.43198 1.94998 -0.04534 -0.4 -1.2 0.6
H 0.61618 -1.76653 -0.89744 -1.2 1.4 0.6
H -0.90621 0.01927 -1.66895 -1.1 -1.5 -2.3
H 1.18756 -2.51375 1.35076 0.4 -0.1 -0.5
H 1.45829 -0.98731 2.02462 0.0 0.5 -0.9
H 2.58577 -1.50944 0.60285 -2.4 -0.1 1.1
H -1.45872 2.42010 -1.68636 -0.2 1.3 -1.8
H -0.48346 2.68641 -0.15041 -1.1 -1.0 -1.3
H -2.23343 1.20090 0.54014 -0.7 0.4 0.4


[2]
166
Properties=species:S:1:pos:R:3:forces:R:3 method="wB97M-V/def2-TZVPD" orbital_gap_ev=1.85 homo_energy_ev=-5.94 energy_ha=-4920.55353 total_charge=0 lumo_energy_ev=-4.09
C -0.61911 5.82487 -7.60165 0.3 -0.1 0.4
C -0.46769 6.76647 -6.41356 -0.5 -0.3 -0.1
C -0.91065 6.08417 -5.14480 -0.2 -0.5 -0.1
F -1.05443 7.00038 -4.13092 0.0 0.3 0.2
C 0.05106 4.94790 -4.74835 0.7 -0.1 0.2
O -0.38217 3.68185 -5.00498 -0.4 0.0 -0.8
C -1.39201 3.10398 -4.16269 0.3 0.2 0.8
C -0.65931 2.18576 -3.19069 -0.4 -1.1 -0.6
C -0.05793 1.02756 -4.00504 0.3 0.6 0.2
C -1.54246 1.59898 -2.09828 -0.5 0.7 0.2
C -2.25319 2.68127 -1.27454 0.1 -0.4 0.0
C -2.55677 0.60847 -2.63809 0.1 0.1 -0.2
O 0.42649 5.04702 -3.37196 -1.5 0.9 0.3
C 1.58833 5.64332 -3.04159 0.6 -0.6 -0.5
O 1.71114 6.70169 -2.51351 -0.3 0.3 0.1
C 2.69139 4.65815 -3.26777 0.9 0.0 -0.2
C 2.88947 3.96382 -1.93196 -0.3 0.1 0.6
O 4.13121 3.30766 -1.75861 -0.3 -0.2 -0.1
C 4.06160 2.09183 -2.45637 0.3 -0.1 -0.3
C 4.81886 1.03334 -1.72101 0.0 -0.1 -0.5
O 5.14086 -0.04138 -2.65978 0.3 0.1 1.0
C 4.64853 -1.28686 -2.27658 1.3 -1.2 0.2
C 3.33645 -1.62019 -2.44471 -0.2 1.5 -0.5
C 2.85074 -2.84079 -2.08689 -0.8 0.0 -0.2
C 3.64515 -3.80998 -1.55159 0.1 -0.8 0.3
C 2.97229 -5.11814 -1.15780 0.5 -0.3 0.9
C 4.04551 -6.17457 -0.85905 0.0 0.4 -0.5
C 2.16198 -5.65357 -2.33156 0.2 0.3 -0.4
C 2.19255 -4.84194 0.18499 -0.2 -0.2 -0.6
C 0.69210 -5.12229 0.30128 -0.6 -0.1 0.6
C 0.31991 -4.70257 1.73361 0.2 0.9 -0.3
C 0.33133 -6.61399 0.18080 0.2 0.0 0.3
C -0.18151 -4.23323 -0.58966 0.3 -1.2 -0.8
C 4.99214 -3.51452 -1.37931 0.2 -0.2 0.1
C 5.51347 -2.28876 -1.73470 -1.2 -0.5 -2.0
H -0.52332 6.34860 -8.54121 0.0 0.1 -0.3
H 0.13421 5.04678 -7.55009 0.2 -0.2 -0.2
H -1.57820 5.32447 -7.55629 -0.3 0.0 -0.2
H -1.15724 7.59047 -6.55153 0.1 0.5 0.0
H 0.55513 7.11524 -6.31509 0.1 0.3 0.0
H -1.87831 5.63123 -5.34412 -0.3 -0.1 0.2
H 0.94679 5.04730 -5.36342 0.3 0.1 0.0
H -2.07960 2.56642 -4.79984 0.0 -0.2 -0.3
H -1.98351 3.84308 -3.62534 0.1 0.5 0.0
H 0.14885 2.76284 -2.75679 0.0 0.1 0.3
H -0.75545 0.70858 -4.76845 -0.1 -0.2 -0.2
H 0.16987 0.20759 -3.33846 0.2 -0.3 0.1
H 0.85215 1.35961 -4.49629 0.2 -0.1 -0.2
H -0.89924 1.04965 -1.42130 0.4 -0.1 0.0
H -3.25674 2.85324 -1.64910 -0.2 0.3 -0.2
H -1.70596 3.61974 -1.23712 0.1 0.2 0.1
H -2.38146 2.29475 -0.26982 -0.1 0.1 0.3
H -3.01462 0.94527 -3.56550 -0.1 0.2 -0.2
H -2.09659 -0.34604 -2.84331 -0.1 -0.4 0.0
H -3.36030 0.46675 -1.92891 -0.1 -0.3 0.3
H 2.38895 3.92731 -4.00984 0.0 -0.1 -0.2
H 3.60762 5.14034 -3.58432 0.2 0.2 0.1
H 2.77405 4.67286 -1.12429 0.2 0.2 0.2
H 2.10739 3.21233 -1.84495 -0.3 0.1 0.3
H 4.46959 2.20362 -3.45796 0.1 -0.1 -0.3
H 3.03516 1.73718 -2.51308 -0.2 -0.1 -0.3
H 4.18275 0.66064 -0.92186 -0.1 -0.2 0.2
H 5.74178 1.43744 -1.27650 -0.3 0.4 -0.5
H 2.68480 -0.87136 -2.86278 -0.3 0.1 0.0
H 1.80146 -3.01560 -2.22926 -0.2 -0.1 -0.1
H 3.61092 -7.16563 -0.84404 -0.1 -0.2 0.3
H 4.57467 -5.95355 0.06017 0.1 -0.2 0.3
H 4.77109 -6.17096 -1.66679 0.2 -0.1 -0.2
H 1.70869 -6.61081 -2.12798 -0.3 -0.2 0.2
H 1.41573 -4.97215 -2.70531 -0.4 0.1 0.0
H 2.84769 -5.80713 -3.16101 0.2 -0.1 -0.2
H 2.68270 -5.40871 0.97217 0.2 -0.2 0.2
H 2.32851 -3.79756 0.45081 0.0 0.3 0.0
H 0.45481 -3.62244 1.79242 0.0 0.3 0.2
H 0.97826 -5.14275 2.47424 0.2 -0.5 0.4
H -0.72651 -4.88778 1.94370 -0.2 -0.3 0.1
H 1.13991 -7.20705 -0.22284 0.1 -0.2 -0.4
H 0.15383 -7.02497 1.17013 -0.1 -0.2 0.3
H -0.57809 -6.76924 -0.38401 -0.1 0.0 -0.3
H -1.14344 -4.04870 -0.13158 -0.2 0.4 0.1
H -0.39275 -4.71714 -1.53403 -0.1 -0.2 -0.2
H 0.33869 -3.31443 -0.82979 -0.7 -0.9 0.2
H 5.68025 -4.22861 -0.96317 0.1 -0.3 0.0
H 6.57492 -2.10917 -1.56666 -1.2 -2.4 -2.5
O 1.42007 -3.89741 4.94320 -0.2 -0.3 0.3
H 2.19336 -3.46037 5.40908 -0.4 0.1 0.1
H 0.64035 -3.26998 4.88018 0.3 -0.2 0.0
H 1.14435 -4.78556 5.40415 0.5 2.8 -1.6
C -3.77003 -2.46459 -1.70481 0.3 0.1 0.1
O -3.32045 -2.53680 -2.87078 0.1 -0.3 -0.2
O -5.11363 -2.92109 -1.59783 0.4 0.1 0.0
O -3.23592 -2.06576 -0.66400 -0.3 -0.2 0.0
H -5.26274 -3.14950 -2.52406 -0.4 0.0 0.1
F -8.52179 -3.73294 -0.87736 0.0 0.0 0.0
C -8.65760 -2.77385 0.06287 0.0 0.1 0.1
C -7.54011 -2.08415 0.48872 0.2 -0.1 -0.1
C -7.70495 -1.09995 1.45230 -0.1 0.0 0.0
C -8.96176 -0.82642 1.97727 0.0 0.0 0.0
C -10.06616 -1.53863 1.53323 0.0 0.0 0.0
C -9.91942 -2.52028 0.56354 -0.1 -0.1 0.0
H -6.56705 -2.31332 0.06915 0.0 0.0 -0.1
H -6.84176 -0.54477 1.79347 0.0 0.0 0.0
H -9.07881 -0.05928 2.73115 0.0 0.0 0.0
H -11.04673 -1.33189 1.94156 0.0 0.0 0.0
H -10.76682 -3.08379 0.19626 0.0 0.0 0.0
K 0.98096 -6.34094 6.57547 -0.3 -1.6 1.5
C -2.73428 -5.32394 -4.82877 0.0 0.1 0.0
N -1.47644 -5.34982 -4.03364 -0.1 0.2 0.0
O -0.55456 -4.65183 -4.39638 0.1 0.0 -0.1
O -1.45027 -6.07106 -3.05585 0.0 -0.2 -0.1
H -2.59871 -4.63813 -5.65491 0.0 0.1 0.0
H -2.91690 -6.33579 -5.17583 0.0 -0.1 0.1
H -3.52828 -4.99443 -4.16623 0.1 0.1 0.1
C 0.88141 1.37863 11.52728 0.3 0.2 0.1
Si 2.27304 0.43043 10.67891 -0.5 0.0 0.1
C 3.49952 -0.05120 12.04470 0.1 0.2 -0.1
C 3.15479 1.67716 9.54902 0.1 0.0 0.2
N 1.62919 -0.88105 9.86051 0.2 -0.1 -0.2
Si 2.41514 -2.00215 8.97464 0.1 0.8 0.8
C 3.66943 -3.06245 9.92646 0.0 -0.4 -0.6
C 3.31144 -1.33586 7.42535 -0.2 -0.6 -0.3
C 1.12874 -3.23040 8.27398 -0.3 -0.2 -0.3
H 1.26798 2.24722 12.07111 -0.1 0.0 0.0
H 0.15792 1.73664 10.79223 0.0 0.0 0.0
H 0.36168 0.73792 12.24231 0.0 0.0 0.0
H 3.72816 0.80716 12.68509 0.0 0.0 0.0
H 4.44860 -0.40911 11.63565 0.0 -0.1 0.0
H 3.07549 -0.83594 12.67428 0.0 0.0 0.0
H 2.52616 1.92072 8.68992 0.0 0.0 0.0
H 4.11114 1.29162 9.18294 0.0 0.0 0.0
H 3.36778 2.60831 10.08431 0.0 0.0 0.0
H 4.56510 -2.48744 10.16621 0.0 0.1 0.0
H 3.99662 -3.94121 9.35017 0.1 0.0 0.1
H 3.22681 -3.41897 10.85753 0.0 0.1 0.0
H 2.65070 -0.66857 6.86729 0.0 0.1 0.1
H 3.62492 -2.15282 6.74542 0.1 0.0 -0.1
H 4.21416 -0.78626 7.69424 0.0 0.0 0.0
H 0.40487 -2.70420 7.64334 0.0 0.1 0.0
H 0.58815 -3.75145 9.06730 0.0 0.0 0.0
H 1.68252 -3.95351 7.66706 0.3 -0.5 -0.3
C 0.29174 -1.35778 -0.93540 -0.4 0.7 0.4
O 0.99817 -0.23244 -1.06477 0.6 0.4 0.0
H -0.12035 -1.77744 -1.87442 0.0 -0.1 -0.2
H 0.83885 -2.19763 -0.43414 0.5 1.3 0.3
H -0.62865 -1.26012 -0.28692 0.2 -0.1 -0.2
C -3.26905 9.33513 -7.76623 -0.2 -0.1 0.1
C -3.36914 10.31176 -8.91921 0.3 -0.1 0.1
O -2.80929 9.57028 -9.98476 -0.3 0.0 -0.1
C -3.02447 8.24592 -9.72958 0.1 0.0 0.1
O -2.91354 7.38005 -10.52370 0.1 -0.1 -0.1
O -3.38924 8.07335 -8.43492 0.0 0.2 0.1
F -2.63067 11.42824 -8.71069 0.0 0.0 0.0
H -2.29752 9.40102 -7.27552 0.1 0.1 -0.1
H -4.05490 9.45422 -7.02654 -0.1 -0.2 -0.1
H -4.38661 10.60601 -9.18053 0.0 0.1 0.0
Cs 6.70182 -0.63348 -0.28309 2.3 3.7 4.5
C 0.03321 2.46262 3.45671 0.0 0.1 -0.1
C -0.86264 2.84182 2.29276 0.2 0.1 -0.1
O -2.03848 2.07255 2.55419 0.0 0.0 0.1
C -2.08609 1.79692 3.87821 0.1 0.2 -0.2
O -3.01286 1.32586 4.44378 -0.2 -0.2 0.2
O -0.91484 2.14283 4.47671 0.1 -0.1 0.0
H 0.68419 3.26969 3.78237 -0.1 0.0 0.1
H 0.63704 1.57864 3.24378 0.0 0.0 0.0
H -1.12753 3.90090 2.29671 0.0 0.0 0.1
H -0.43975 2.58687 1.32452 -0.2 -0.2 0.0


[3]
24
Properties=species:S:1:pos:R:3:forces:R:3 method="wB97M-V/def2-TZVPD" relative_energy_kj_mol=167.61 orbital_gap_ev=9.34 smiles=CN(C)C1CN(CN)C1 homo_energy_ev=-8.33 energy_ha=-401.82344 total_charge=0 lumo_energy_ev=1.02
C 0.80600 0.09332 -0.44643 0.0 0.0 -0.1
C 0.45389 -1.37361 -0.15563 0.1 -0.3 -0.1
C 0.74572 0.31042 1.07267 0.2 0.2 0.2
C -0.31305 -1.67804 2.22701 0.2 -0.2 0.3
C -0.03487 2.23012 -1.16816 0.0 -0.1 0.0
C -0.19519 0.32864 -2.59656 -0.1 0.0 0.1
N 0.64339 -1.13657 1.27546 0.0 0.0 0.0
N -0.19645 0.79135 -1.22262 0.0 0.0 0.1
N -1.49600 -0.90250 2.53221 -0.1 0.0 -0.1
H 1.82110 0.22398 -0.85669 -0.1 0.0 0.0
H -1.25027 -0.05812 3.03234 -0.1 0.0 0.0
H -1.99309 -0.64369 1.68794 -0.1 0.1 0.0
H 1.13523 -2.13200 -0.54592 -0.1 0.0 -0.1
H -0.57513 -1.61969 -0.43929 -0.1 0.1 -0.1
H 1.62989 0.74382 1.54374 0.0 0.1 0.0
H -0.14220 0.87495 1.37380 0.0 0.0 -0.1
H -0.63078 -2.65147 1.83424 0.1 0.1 0.1
H 0.21297 -1.84600 3.17443 -0.2 -0.1 -0.1
H 0.90723 2.56756 -1.62861 0.0 0.0 0.0
H -0.86626 2.69548 -1.69610 0.0 0.1 0.0
H -0.05020 2.56321 -0.13266 0.0 0.1 0.0
H -1.02549 0.79360 -3.12640 0.0 0.0 -0.1
H 0.74098 0.57618 -3.12160 0.0 0.0 0.0
H -0.32750 -0.75102 -2.61711 0.0 -0.1 -0.1